Entry 1:
{
  "formula": "C4H14N2O2",
  "method": "ωB97M-V/def2-TZVPD",
  "symbols": ["H", "H", "H", "H", "O", "C", "H", "H", "H", "H", "C", "H", "H", "N", "C", "H", "H", "H", "H", "O", "N", "C"],
  "positions_angstrom": [[1.383, -2.796, -1.461], [-0.912, 2.399, -0.486], [0.822, 0.690, -0.751], [0.602, -1.977, 1.858], [-2.400, 1.534, -1.007], [0.659, -1.450, 0.899], [0.416, 0.297, 2.113], [1.726, -1.447, 0.667], [-1.087, -1.790, -0.289], [-2.013, 0.655, -1.063], [0.205, -0.006, 1.092], [0.555, 2.433, 1.517], [-0.848, 0.141, 0.833], [1.002, 0.898, 0.224], [0.825, 2.318, 0.460], [-3.357, 1.486, -0.994], [0.635, -1.373, -1.909], [-0.292, -3.245, 0.129], [1.773, 2.828, 0.280], [-0.103, 2.933, -0.399], [0.505, -2.301, -1.524], [-0.096, -2.227, -0.190]],
  "e_tot_ha": -420.76480,
  "multiplicity": 1,
  "lumo_energy_ev": 0.4,
  "homo_lumo_gap_ev": 9.27
}

***

Entry 2:
{
  "formula": "C6H12N2",
  "method": "ωB97M-V/def2-TZVPD",
  "symbols": ["H", "C", "H", "H", "C", "H", "N", "H", "H", "C", "C", "H", "H", "N", "C", "H", "C", "H", "H", "H"],
  "positions_angstrom": [[1.270, -0.113, -2.913], [1.508, 1.343, 1.047], [1.535, 1.783, 2.048], [0.818, 1.918, 0.434], [-0.794, -0.035, -0.422], [-2.689, 0.708, -1.109], [1.183, 0.080, -1.925], [1.641, -0.602, -1.335], [2.512, 1.441, 0.628], [-2.270, 0.180, -0.252], [1.100, -0.095, 1.121], [-0.638, 0.982, -2.256], [-2.473, 0.771, 0.642], [-0.555, -1.854, 1.166], [-0.053, -0.647, 0.669], [-2.787, -0.773, -0.137], [-0.109, 0.398, -1.508], [-0.952, -2.475, 0.476], [0.049, -2.324, 1.823], [1.707, -0.687, 1.803]],
  "e_tot_ha": -345.29697,
  "multiplicity": 1,
  "lumo_energy_ev": 1.1,
  "homo_lumo_gap_ev": 8.56
}

***

Entry 3:
{
  "formula": "C15H35BBrFNO",
  "method": "ωB97M-V/def2-TZVPD",
  "symbols": ["O", "H", "H", "H", "C", "C", "C", "H", "H", "H", "H", "H", "C", "C", "C", "H", "C", "H", "H", "B", "H", "H", "N", "H", "H", "H", "C", "C", "H", "H", "C", "H", "H", "H", "H", "H", "C", "C", "H", "C", "H", "H", "Br", "C", "H", "H", "C", "H", "F", "H", "H", "H", "H", "H", "H"],
  "positions_angstrom": [[-1.002, 2.415, 1.784], [-1.205, 0.557, 0.912], [-1.625, -2.565, -2.549], [2.947, -0.452, 0.876], [-2.765, 2.948, -0.446], [-1.812, 1.327, 1.358], [2.864, -1.243, 0.123], [2.176, -0.811, 3.277], [-1.896, 4.235, 1.989], [-3.904, 1.833, 0.997], [0.121, -0.249, -2.737], [-1.145, 3.636, 3.442], [-1.779, 0.587, -3.283], [0.605, -2.520, 1.244], [-2.599, 2.629, -1.952], [4.243, -2.441, -1.084], [5.367, -1.547, 0.582], [-2.566, 3.581, -2.474], [-3.135, 0.868, -0.230], [2.119, -2.481, 0.763], [-1.637, 0.899, -4.315], [5.763, -2.543, 0.732], [1.593, -0.031, 3.590], [0.345, -1.576, 1.734], [0.665, -2.360, -1.728], [-3.693, 3.518, -0.395], [-0.836, -0.638, -3.083], [-0.114, -1.934, -1.102], [2.170, 0.648, 4.087], [2.295, -0.791, -0.686], [-2.979, 1.710, 0.445], [-1.417, -2.648, 0.494], [-0.700, 2.408, -2.911], [0.865, -0.381, 4.213], [-1.982, 3.619, -0.109], [-3.524, 2.138, -2.248], [-1.366, 1.763, -2.342], [-1.737, 3.338, 2.582], [-2.260, 0.893, 2.265], [-0.417, -2.828, 0.106], [-2.828, 0.330, -3.164], [-0.798, 1.385, -1.496], [3.168, -4.133, 1.034], [4.255, -1.548, -0.474], [-0.645, -1.113, -4.041], [6.175, -0.907, 0.248], [-1.318, -1.663, -2.026], [1.150, 0.427, 2.762], [4.932, -1.068, 1.806], [4.459, -0.732, -1.165], [0.162, -0.965, -0.700], [-2.180, -1.304, -1.467], [-0.348, -3.883, -0.136], [0.477, -3.291, 2.006], [-2.705, 2.958, 2.894]],
  "e_tot_ha": -3421.00032,
  "charge": 1,
  "multiplicity": 1,
  "lumo_energy_ev": -3.9,
  "homo_lumo_gap_ev": 8.74
}

***

Entry 4:
{
  "formula": "C2H6S2",
  "method": "ωB97M-V/def2-TZVPD",
  "symbols": ["H", "C", "H", "H", "H", "H", "S", "S", "C", "H"],
  "positions_angstrom": [[-1.067, 0.924, 0.046], [0.237, -0.689, 0.364], [0.081, -0.779, 1.456], [1.265, -0.998, 0.121], [-0.232, 0.729, -1.389], [-0.848, -2.829, 0.513], [1.038, 1.923, 0.216], [-0.932, -1.903, -0.474], [-0.107, 0.633, -0.344], [0.565, 2.990, -0.510]],
  "e_tot_ha": -876.14750,
  "multiplicity": 1,
  "lumo_energy_ev": 0.8,
  "homo_lumo_gap_ev": 9.92
}

***

Entry 5:
{
  "formula": "C8H17N2",
  "method": "ωB97M-V/def2-TZVPD",
  "symbols": ["C", "H", "H", "H", "H", "C", "H", "H", "H", "H", "C", "C", "H", "C", "H", "H", "C", "N", "H", "C", "H", "H", "H", "H", "N", "C", "H"],
  "positions_angstrom": [[-2.363, 0.631, 0.517], [-0.408, -0.803, 1.672], [-2.687, -0.238, -0.092], [-2.549, 0.588, 1.622], [0.820, -0.666, -3.347], [2.018, -1.479, -0.385], [-2.959, 1.489, 0.233], [-0.797, 0.995, -2.149], [1.251, -3.243, 0.463], [1.656, 0.366, -2.311], [2.284, -2.738, 0.403], [-0.184, 0.319, 1.667], [2.957, -3.318, -0.032], [-0.919, 1.121, 0.524], [-1.056, -0.552, -1.581], [-0.557, 0.766, 2.647], [-0.289, 0.148, -1.617], [-0.045, 0.882, -0.470], [-1.270, 3.045, -0.262], [0.929, -0.400, -2.273], [0.299, 2.931, 0.568], [0.999, -2.426, -1.862], [0.869, 0.408, 1.682], [-1.204, 3.128, 1.571], [1.413, -1.590, -1.541], [-0.783, 2.703, 0.665], [2.542, -2.594, 1.411]],
  "e_tot_ha": -424.06436,
  "charge": 1,
  "multiplicity": 1,
  "lumo_energy_ev": [-6.7, -4.5],
  "homo_lumo_gap_ev": [5.17, 8.94]
}

***

Entry 6:
{
  "formula": "C11H13P",
  "method": "ωB97M-V/def2-TZVPD",
  "symbols": ["H", "H", "C", "C", "C", "H", "H", "C", "H", "H", "H", "H", "C", "C", "H", "P", "H", "C", "C", "H", "C", "H", "C", "C", "H"],
  "positions_angstrom": [[0.007, 4.574, -0.119], [1.027, -3.654, -0.626], [0.693, -1.659, -1.236], [-2.447, 1.927, 2.037], [-2.276, -0.534, 1.571], [1.906, -2.421, 0.344], [2.481, -3.319, -2.508], [1.601, -2.844, -0.719], [3.291, -2.114, -1.503], [1.367, -0.936, -1.462], [1.264, 3.264, -0.383], [-2.097, 4.082, 1.803], [-1.830, 3.051, 1.515], [0.155, 3.533, -0.336], [3.445, -3.637, -1.158], [-1.394, -1.928, 0.803], [-3.074, -0.924, 2.099], [2.768, -3.025, -1.546], [-0.203, -1.310, -0.177], [-0.265, 3.298, -1.354], [-1.854, 0.741, 1.301], [0.225, -1.949, -2.138], [-0.898, 1.264, 0.441], [-0.700, 2.596, 0.567], [-3.191, 1.926, 2.782]],
  "e_tot_ha": -768.00588,
  "multiplicity": 1,
  "lumo_energy_ev": [-0.8, -0.9],
  "homo_lumo_gap_ev": [7.40, 6.93]
}

***

Entry 7:
{
  "formula": "C40H88N9O2P2",
  "method": "ωB97M-V/def2-TZVPD",
  "symbols": ["H", "C", "H", "H", "H", "C", "N", "H", "C", "C", "H", "H", "C", "H", "C", "C", "N", "H", "H", "C", "H", "H", "O", "H", "C", "H", "H", "C", "H", "H", "H", "H", "H", "H", "C", "C", "C", "C", "H", "H", "H", "H", "C", "H", "H", "C", "H", "P", "H", "C", "H", "H", "H", "H", "H", "C", "C", "H", "H", "C", "H", "H", "C", "H", "N", "H", "C", "H", "H", "H", "H", "H", "N", "H", "C", "C", "C", "H", "H", "H", "H", "H", "H", "C", "C", "H", "C", "H", "H", "C", "N", "H", "H", "H", "C", "H", "H", "H", "H", "P", "C", "C", "H", "C", "H", "H", "H", "H", "O", "H", "C", "H", "H", "H", "N", "H", "C", "H", "C", "C", "H", "H", "H", "H", "H", "N", "H", "H", "H", "H", "H", "H", "N", "H", "N", "H", "H", "C", "C", "C", "H"],
  "positions_angstrom": [[-9.300, 1.084, -5.949], [3.126, -5.378, -1.069], [5.552, 0.057, 2.283], [4.808, -1.814, -1.159], [-4.417, 1.751, -2.476], [3.479, 2.387, -4.608], [5.259, 1.492, 5.610], [-9.799, 2.675, -6.474], [-8.403, 4.094, -4.885], [3.444, -1.711, 1.093], [3.154, -0.874, 7.714], [7.770, -1.016, 2.003], [-3.632, -3.947, 3.163], [2.906, -1.906, 5.408], [-2.551, -4.819, 2.435], [3.253, -0.890, 5.588], [2.525, 5.238, -2.896], [-10.531, 3.266, -3.232], [4.787, 5.871, -1.800], [5.940, -0.553, 3.095], [-4.890, 1.571, -4.173], [-5.255, 3.802, -2.102], [-7.317, 0.576, -4.381], [-8.962, 4.477, -5.740], [1.359, -5.642, 0.710], [4.280, 2.056, -5.267], [2.419, -0.506, -1.532], [-6.057, 3.653, -2.832], [0.522, -6.727, 2.374], [-4.417, -4.643, 3.487], [4.428, 2.719, 0.210], [-7.370, 4.398, -5.061], [8.649, -2.459, 3.867], [3.931, 4.146, 1.146], [1.475, 5.903, -2.063], [7.189, -1.144, 2.913], [-5.448, -0.564, 0.695], [-8.545, 1.904, -0.931], [4.193, -1.303, -2.720], [-7.486, 1.851, -0.689], [-8.774, 4.638, -4.006], [2.786, 5.078, -5.014], [-10.233, 2.648, -2.388], [4.235, -2.452, 0.907], [-5.347, -3.147, 1.994], [4.129, 1.269, 4.723], [4.867, -4.104, -0.463], [2.834, 3.621, -2.299], [3.442, -6.351, 0.916], [-5.237, 1.458, -3.138], [-5.375, 0.400, 2.645], [5.631, 3.617, -4.794], [4.367, 1.798, 3.793], [1.025, -6.540, 0.168], [-5.373, 0.478, 0.359], [5.289, -0.824, 4.276], [3.678, 3.521, 0.284], [3.255, -4.596, 0.918], [-6.875, 4.291, -2.504], [0.035, -4.598, 2.713], [3.207, 1.729, 5.092], [-10.647, 3.142, -1.508], [4.823, 5.144, -0.991], [1.137, 4.751, -4.457], [3.909, -0.212, 4.445], [7.312, -2.729, 5.866], [0.969, -5.737, 2.220], [1.857, -2.093, -1.993], [3.032, 1.484, -4.184], [5.731, 4.538, -1.091], [5.916, 3.945, -3.118], [2.259, -4.878, -1.521], [-8.766, 2.545, -2.262], [0.554, -4.011, 3.488], [-4.295, -2.912, 2.222], [-9.586, 2.075, -5.590], [2.874, -5.528, 0.465], [3.591, -2.510, 3.129], [-4.415, -1.518, 3.922], [3.899, -0.742, 0.826], [5.889, 2.167, 5.192], [1.924, -2.975, 0.223], [2.769, 0.723, 6.884], [2.030, 5.357, -4.282], [-4.306, -1.472, 2.830], [1.772, 5.953, -1.019], [3.037, -0.332, 6.775], [2.710, 3.074, 0.502], [1.325, 6.931, -2.394], [-5.468, -0.624, 2.262], [-8.517, 2.654, -4.780], [4.970, 5.080, -4.096], [-3.187, -3.442, 4.028], [1.963, -2.102, 2.604], [3.061, -0.337, 3.205], [1.891, -5.684, 2.817], [4.922, 1.899, 6.476], [-6.418, -1.078, 2.574], [-2.262, -4.274, 1.526], [-7.921, 1.647, -3.511], [2.279, -1.942, 0.121], [4.393, -4.508, -1.365], [-5.685, 4.009, -3.799], [3.986, -1.973, -1.870], [0.799, -4.802, 0.276], [-1.441, -4.744, 4.346], [-5.418, 0.403, -2.945], [3.216, -3.675, -3.061], [2.722, 2.228, -1.733], [4.939, -3.415, -3.126], [6.908, -2.113, 5.059], [1.436, -1.302, 0.441], [2.037, -0.078, 3.513], [-6.397, -0.969, 0.325], [-6.433, 2.252, -2.881], [-1.244, -6.214, 3.418], [5.157, 4.016, -3.898], [-0.238, -3.885, 1.922], [3.006, -1.756, 2.589], [-1.311, -5.121, 3.323], [-3.790, -2.822, 1.251], [2.712, 2.865, -5.232], [-9.017, 2.493, -0.144], [-3.018, -5.753, 2.096], [5.126, -5.182, -1.834], [3.628, 4.321, -0.931], [3.231, -6.373, -1.518], [-8.952, 0.889, -0.903], [-10.710, 1.669, -2.489], [-4.597, -1.104, 0.269], [1.787, 6.397, -4.501], [4.925, 5.730, -0.072], [3.969, 3.263, -3.545], [-10.526, 1.960, -5.032], [5.707, -1.578, 5.256], [-3.363, -0.970, 2.555], [3.333, 0.435, 2.478], [2.582, -1.577, -1.343], [4.080, -3.413, -2.435], [7.687, -1.959, 3.924], [0.522, 5.372, -2.122]],
  "e_tot_ha": -2902.45699,
  "charge": 1,
  "multiplicity": 1,
  "lumo_energy_ev": -2.4,
  "homo_lumo_gap_ev": 6.80
}

***

Entry 8:
{
  "formula": "C11H24Cl2O2",
  "method": "ωB97M-V/def2-TZVPD",
  "symbols": ["H", "C", "C", "H", "C", "C", "C", "C", "H", "O", "H", "H", "H", "H", "O", "C", "Cl", "H", "H", "H", "H", "H", "H", "C", "H", "H", "H", "H", "H", "H", "Cl", "H", "H", "C", "C", "H", "C", "H", "H"],
  "positions_angstrom": [[-0.934, -5.614, -3.754], [-1.553, 2.286, 0.822], [1.293, 1.150, 1.649], [-2.028, 1.629, -1.142], [-1.732, -0.166, -0.075], [-1.368, 1.293, -0.344], [3.993, 2.163, 0.691], [2.637, 1.093, 2.319], [-1.377, 2.538, 2.913], [0.463, 2.127, 2.266], [-3.463, 1.749, 1.658], [-0.366, 1.362, -0.757], [1.402, 1.384, 0.592], [4.958, 2.650, 0.679], [3.500, 2.163, 2.018], [-1.132, -1.079, -1.148], [1.771, -3.638, -2.207], [-0.058, -0.934, -1.195], [0.865, -5.800, -2.139], [-2.812, -0.264, -0.111], [-1.286, -2.111, -0.842], [-1.365, -0.518, 0.881], [2.499, 1.065, 3.394], [-0.217, -4.798, -3.684], [0.824, 0.167, 1.710], [-3.201, 3.475, 1.592], [-0.277, -4.588, -1.540], [-1.584, -0.891, -2.113], [-1.073, 3.214, 0.523], [3.313, 2.701, 0.030], [-1.114, -3.286, -3.969], [-1.173, 0.870, 2.446], [-3.566, 2.599, 0.102], [0.438, -4.816, -2.326], [-0.932, 1.894, 2.156], [3.100, 0.140, 2.034], [-3.045, 2.549, 1.049], [0.516, -4.907, -4.479], [4.082, 1.149, 0.301]],
  "e_tot_ha": -1504.34297,
  "multiplicity": 1,
  "lumo_energy_ev": 0.7,
  "homo_lumo_gap_ev": 10.01
}

***

| no. | maximum force (hartree/bohr) |
| --- | --- |
| 1 | 0.0284 |
| 2 | 0.0250 |
| 3 | 0.0373 |
| 4 | 0.0535 |
| 5 | 0.1104 |
| 6 | 0.1121 |
| 7 | 0.1438 |
| 8 | 0.0159 |